Run A
The following is a quantum chemistry calculation of a structure of composition C8H14O, from the Open Molecules 2025 dataset.

The frontier orbital gap is 8.41 eV. The total charge is 0. The LUMO energy comes out at 0.9 eV. For the HOMO energy, the calculation gives -0.27604 Eh.

XYZ file:
```
23
C8H14O | the Open Molecules 2025 dataset | the ωB97M-V functional and the def2-TZVPD basis
C -0.813 0.202 -1.055
C -0.363 -2.356 -0.287
C -2.168 0.847 -0.983
C 0.101 1.891 0.564
C 2.380 0.067 1.005
C -0.401 -0.987 0.365
C 0.314 0.724 -0.347
C 1.387 -0.156 -0.096
O -0.841 -0.798 1.484
H -0.608 -0.387 -1.942
H 1.681 -0.839 -0.882
H -1.393 -2.688 -0.427
H 0.129 -3.046 0.400
H 0.143 -2.372 -1.247
H -2.903 0.237 -1.509
H -2.185 1.854 -1.413
H -2.499 0.932 0.056
H -0.512 2.653 0.086
H 1.047 2.335 0.868
H -0.419 1.535 1.463
H 1.868 0.175 1.965
H 2.995 0.960 0.850
H 3.058 -0.784 1.081
```

Atom charges from the natural (NBO) analysis, given in e for atoms 1 to 4:
1 C -0.32
2 C -0.67
3 C -0.64
4 C -0.68

=====

Run B
The following is a quantum chemistry calculation of a cluster of 2 separate species, C8H14O in total, from the Open Molecules 2025 dataset.

The frontier orbital gap is 10.15 eV. The total charge is 0. The LUMO energy comes out at 0.9 eV. For the HOMO energy, the calculation gives -0.33953 Eh. As for the SMILES: CC1(C)CO1.CC#CC.

XYZ file:
```
23
C8H14O | the Open Molecules 2025 dataset | the ωB97M-V functional and the def2-TZVPD basis
C -0.481 -1.800 -2.665
C -0.482 -0.481 -1.692
C -1.193 0.783 -1.674
C 0.066 -0.960 -0.358
O 0.708 -0.120 -1.226
H -1.168 -2.565 -2.314
H 0.430 -2.359 -2.410
H -0.653 -1.672 -3.723
H -1.077 1.256 -0.639
H -2.272 0.510 -1.860
H -0.811 1.509 -2.307
H 0.106 -2.174 -0.294
H -0.280 -0.459 0.579
C -0.291 2.454 1.056
C 0.671 1.438 1.749
C 0.980 0.464 2.344
C 1.677 -0.630 3.025
H -1.173 1.803 0.789
H -0.527 3.254 1.703
H 0.232 2.911 0.200
H 1.980 -0.460 4.062
H 0.964 -1.529 3.015
H 2.592 -1.175 2.640
```

Atom charges from the natural (NBO) analysis, given in e for atoms 1 to 4:
1 C -0.64
2 C 0.23
3 C -0.62
4 C -0.13

=====

Which structure is most stable? run A, by 0.1139 hartree over the runner-up.

=====

Run A
The following is a quantum chemistry calculation of a cluster of 2 separate species, C8H14O in total, from the Open Molecules 2025 dataset.

The frontier orbital gap is 8.98 eV. The total charge is 0. The LUMO energy comes out at 0.8 eV. For the HOMO energy, the calculation gives -0.30008 Eh.

XYZ file:
```
23
C8H14O | the Open Molecules 2025 dataset | the ωB97M-V functional and the def2-TZVPD basis
C -0.714 -0.005 -0.648
C -1.588 -0.943 -0.585
C 0.437 0.284 0.214
C 1.118 -3.434 1.230
C 1.061 1.510 0.369
C -2.652 -1.143 -1.592
C 0.636 2.822 -0.177
C 2.228 1.676 1.235
O 1.736 -2.760 0.279
H -0.902 0.745 -1.351
H -1.551 -1.634 0.253
H 0.892 -0.436 0.850
H 1.737 -4.158 1.680
H -3.552 -0.538 -1.359
H -2.130 -0.702 -2.432
H -2.790 -2.185 -1.897
H 0.581 2.718 -1.286
H 1.305 3.556 0.013
H -0.294 3.105 0.127
H 2.133 0.928 1.985
H 2.354 2.654 1.714
H 3.147 1.410 0.581
H 1.250 -1.998 -0.215
```

Atom charges from the natural (NBO) analysis, given in e for atoms 1 to 4:
1 C -0.24
2 C -0.16
3 C -0.28
4 C 0.08

=====

Run B
The following is a quantum chemistry calculation of a cluster of 2 separate species, C8H14O in total, from the Open Molecules 2025 dataset.

The frontier orbital gap is 8.68 eV. The total charge is 0. The LUMO energy comes out at 0.7 eV. For the HOMO energy, the calculation gives -0.29440 Eh. As for the SMILES: C=C(C)C(=C)O.C=CC.

XYZ file:
```
23
C8H14O | the Open Molecules 2025 dataset | the ωB97M-V functional and the def2-TZVPD basis
C 0.347 1.427 -1.540
C 0.323 0.202 -0.991
C 1.322 -0.852 -1.373
C -1.249 -0.622 -0.841
C -2.359 -0.018 -1.245
O -1.198 -1.882 -0.315
H 1.108 1.674 -2.264
H -0.363 2.194 -1.280
H 1.249 -1.731 -0.737
H 2.339 -0.463 -1.363
H 1.104 -1.219 -2.377
H -2.301 0.905 -1.799
H -3.341 -0.454 -1.105
H -2.086 -2.268 -0.285
C 0.294 1.702 2.159
C 0.452 0.575 1.494
C 0.969 -0.723 2.019
H -0.131 2.568 1.670
H 0.480 1.756 3.225
H -0.291 0.358 0.527
H 1.962 -0.911 1.606
H 1.061 -0.686 3.105
H 0.307 -1.532 1.708
```

Atom charges from the natural (NBO) analysis, given in e for atoms 1 to 4:
1 C -0.47
2 C 0.02
3 C -0.67
4 C 0.31

=====

Run C
The following is a quantum chemistry calculation of a cluster of 2 separate species, C8H14O in total, from the Open Molecules 2025 dataset.

The frontier orbital gap is 10.40 eV. The total charge is 0. The LUMO energy comes out at 1.0 eV. For the HOMO energy, the calculation gives -0.34694 Eh. As for the SMILES: CC(=O)C(C)C.C=C=C.

XYZ file:
```
23
C8H14O | the Open Molecules 2025 dataset | the ωB97M-V functional and the def2-TZVPD basis
C -0.477 1.757 0.029
C 0.676 0.791 0.005
O 1.634 0.934 0.725
C 0.673 -0.318 -1.039
C 1.428 0.234 -2.255
C -0.691 -0.851 -1.458
H -1.428 1.266 -0.164
H -0.310 2.507 -0.749
H -0.505 2.261 0.992
H 1.263 -1.138 -0.616
H 1.560 -0.546 -2.999
H 0.872 1.052 -2.709
H 2.407 0.601 -1.960
H -1.257 -0.102 -2.007
H -0.554 -1.710 -2.113
H -1.263 -1.168 -0.592
C -1.699 -0.980 1.801
C -0.564 -0.780 2.394
C 0.558 -0.613 3.013
H -2.027 -1.974 1.532
H -2.384 -0.174 1.591
H 0.611 -0.645 4.089
H 1.477 -0.403 2.491
```

Atom charges from the natural (NBO) analysis, given in e for atoms 1 to 4:
1 C -0.74
2 C 0.64
3 O -0.57
4 C -0.33

=====

Which structure is most stable? run C, by 0.1175 hartree over the runner-up.